[1]
{
  "formula": "C6H10O",
  "method": "ωB97M-V with the def2-TZVPD basis set",
  "elements": ["C", "C", "C", "C", "C", "C", "O", "H", "H", "H", "H", "H", "H", "H", "H", "H", "H"],
  "xyz": [[-2.4260, 0.3024, -0.1084], [-1.4493, 0.2874, -0.9625], [1.2658, -0.7577, 0.2650], [0.7874, 0.5359, -0.1893], [0.4187, -1.9999, 0.1790], [1.0062, 1.9010, 0.3462], [1.6750, -0.1553, -0.9635], [-3.4599, 0.2340, -0.4320], [-2.2761, 0.3823, 0.9547], [-1.4074, 0.2297, -2.0285], [2.0545, -0.7847, 1.0184], [-0.1625, -1.9777, -0.7385], [-0.2650, -2.0393, 1.0241], [1.0414, -2.8917, 0.1848], [0.2200, 2.1529, 1.0541], [1.0040, 2.6315, -0.4598], [1.9734, 1.9493, 0.8563]],
  "atomic_forces_ev_per_a": [[-0.70, -0.02, 0.16], [4.14, 0.71, 1.07], [-0.49, -0.43, 0.73], [-3.36, -0.89, -0.62], [0.27, 0.19, -0.13], [0.11, 0.03, -0.21], [0.39, 0.50, -0.77], [-0.12, -0.06, -0.05], [0.11, 0.05, 0.27], [-0.24, -0.09, -0.43], [-0.02, 0.12, -0.08], [-0.06, -0.01, 0.01], [-0.06, -0.03, 0.07], [0.05, -0.09, 0.02], [-0.03, -0.02, -0.01], [-0.02, 0.07, -0.02], [0.01, -0.02, -0.01]],
  "lumo_energy_ha": 0.03362,
  "relative_energy_kcal_mol": 101.0,
  "orbital_gap_ev": 9.139,
  "spin_multiplicity": 1
}

***

[2]
{
  "formula": "C6H10O",
  "method": "ωB97M-V with the def2-TZVPD basis set",
  "elements": ["C", "C", "C", "C", "C", "C", "O", "H", "H", "H", "H", "H", "H", "H", "H", "H", "H"],
  "xyz": [[-0.4988, 1.1838, 0.3979], [0.3821, 0.2004, 0.7963], [-1.2347, 0.1684, -0.4608], [-0.0695, -0.7795, -0.0300], [-2.7045, 0.0698, -0.0882], [3.2012, 0.1220, -0.3063], [0.0725, -2.0818, -0.1656], [-0.4786, 2.2430, 0.4494], [1.1744, 0.1518, 1.5302], [-1.2127, 0.3845, -1.5360], [-3.1085, -0.6985, -0.6100], [-3.1969, 1.0576, -0.3891], [-2.7306, 0.0139, 1.0868], [2.5041, 0.8763, -0.6864], [3.5129, -0.6718, -0.9969], [3.5553, 0.0481, 0.7456], [0.8322, -2.2879, 0.2631]],
  "atomic_forces_ev_per_a": [[0.10, -0.74, -0.32], [1.96, 0.06, 1.71], [0.16, 0.81, -1.49], [-3.01, 1.43, -0.09], [1.53, 3.05, 3.34], [0.30, -0.51, 0.05], [-3.19, 0.20, -2.12], [-0.20, 0.61, 0.09], [0.16, 0.28, 0.01], [0.23, 0.03, -0.09], [-1.82, -2.49, -1.08], [0.60, -1.38, 0.41], [-0.49, -0.30, -2.27], [0.50, -0.30, 0.50], [-0.11, 0.44, 0.35], [-0.48, 0.35, -1.04], [3.76, -1.54, 2.05]],
  "lumo_energy_ha": [0.02913, 0.00197],
  "relative_energy_kcal_mol": 130.2,
  "orbital_gap_ev": [9.431, 6.685],
  "spin_multiplicity": 1
}

***

[3]
{
  "formula": "C6H10O",
  "method": "ωB97M-V with the def2-TZVPD basis set",
  "elements": ["C", "C", "C", "C", "C", "C", "O", "H", "H", "H", "H", "H", "H", "H", "H", "H", "H"],
  "xyz": [[-1.3824, 0.4260, -1.6904], [-0.2512, 0.7257, -1.0551], [0.7015, -0.4335, -0.8630], [0.5621, -1.2005, 0.4793], [0.3547, -0.0499, 1.4285], [-0.7583, 0.6827, 1.3371], [1.4572, 0.4918, 2.0299], [-2.0128, 1.1485, -2.1807], [-1.7670, -0.5946, -1.6329], [0.1049, 1.7435, -0.9171], [0.3810, -0.9765, -1.7555], [1.7337, -0.0802, -0.9814], [1.4497, -1.8180, 0.6960], [-0.2973, -1.8807, 0.4558], [-1.6784, 0.2483, 0.9836], [-0.7594, 1.7306, 1.6035], [2.1619, -0.1633, 2.0625]],
  "atomic_forces_ev_per_a": [[-0.29, 0.41, 0.17], [0.09, -0.08, -1.18], [0.02, -0.15, -0.36], [-0.13, 0.16, -0.01], [-0.49, 0.15, 0.13], [-0.04, -0.23, 1.15], [0.31, -0.01, -0.07], [-0.31, 0.28, 0.35], [0.30, 0.07, -0.56], [-0.10, -0.12, -0.19], [0.97, -0.93, 0.37], [-0.20, -0.14, -0.10], [-0.24, 0.28, -0.03], [0.07, 0.28, 0.05], [0.18, 0.07, -0.16], [-0.11, -0.09, 0.51], [-0.03, 0.06, -0.08]],
  "lumo_energy_ha": 0.03058,
  "relative_energy_kcal_mol": 50.7,
  "orbital_gap_ev": 8.842,
  "spin_multiplicity": 1
}

***

[4]
{
  "formula": "C6H10O",
  "method": "ωB97M-V with the def2-TZVPD basis set",
  "elements": ["C", "C", "C", "C", "C", "H", "H", "H", "H", "H", "H", "H", "H", "C", "O", "H", "H"],
  "xyz": [[-0.4972, -0.1577, -0.6293], [-0.0332, 1.0861, -0.5202], [1.4718, 1.1273, -0.4087], [1.8915, -0.3160, -0.7731], [0.6172, -1.1781, -0.6179], [-1.5515, -0.4200, -0.6733], [-0.6532, 1.9789, -0.4838], [1.9261, 1.8722, -1.0726], [1.7709, 1.3965, 0.6145], [2.2223, -0.3448, -1.8170], [2.7245, -0.6809, -0.1637], [0.6147, -1.7452, 0.3254], [0.5188, -1.9190, -1.4200], [-2.7494, -0.1747, 1.9181], [-3.4152, -0.1680, 0.9124], [-3.2121, -0.2599, 2.9206], [-1.6462, -0.0965, 1.8884]],
  "atomic_forces_ev_per_a": [[0.05, 0.18, 0.01], [-0.09, -0.17, -0.03], [0.05, 0.03, 0.01], [0.09, -0.03, -0.03], [-0.01, -0.07, 0.02], [0.19, 0.04, -0.03], [0.08, -0.15, 0.01], [-0.07, -0.11, 0.10], [-0.03, -0.03, -0.13], [-0.06, 0.02, 0.14], [-0.14, 0.07, -0.09], [0.00, 0.10, -0.12], [0.00, 0.11, 0.12], [-0.27, 0.00, -0.32], [0.30, -0.01, 0.53], [0.00, 0.02, -0.11], [-0.09, 0.00, -0.06]],
  "lumo_energy_ha": 0.03087,
  "relative_energy_kcal_mol": 24.2,
  "orbital_gap_ev": 9.890,
  "spin_multiplicity": 1
}

***

[5]
{
  "formula": "C6H10O",
  "method": "ωB97M-V with the def2-TZVPD basis set",
  "elements": ["O", "C", "C", "C", "C", "C", "C", "H", "H", "H", "H", "H", "H", "H", "H", "H", "H"],
  "xyz": [[1.0449, 2.2112, 0.3236], [-0.1643, 1.5391, 0.0778], [-0.8063, 0.4702, 1.4475], [-0.7697, -0.8746, 1.3988], [0.0956, -1.7081, 0.2212], [0.5835, -0.8794, -0.9732], [-0.1498, 0.7122, -1.1901], [1.7698, 1.6926, -0.0527], [-0.9544, 2.2796, 0.2138], [-1.2217, 1.2058, 2.1579], [-1.1475, -1.6872, 2.0496], [-0.5421, -2.5529, -0.0942], [0.9093, -2.0963, 0.8546], [1.6699, -0.6875, -0.9189], [0.3435, -1.3110, -1.9524], [0.5211, 1.0530, -1.9896], [-1.1817, 0.6334, -1.5735]],
  "atomic_forces_ev_per_a": [[-0.02, -0.43, 0.16], [-0.80, -2.10, 2.11], [1.43, 0.65, -2.21], [1.42, -0.21, -2.06], [-1.49, 1.58, 1.53], [-1.23, 2.53, -0.01], [0.74, -2.49, 0.60], [-0.19, 0.06, 0.21], [0.13, 0.03, -0.77], [0.01, -1.14, -0.03], [-0.12, 1.27, 0.18], [0.30, 0.38, 0.16], [-0.07, -0.04, -0.59], [-0.49, -0.09, -0.06], [0.27, -0.27, 0.40], [-0.41, 0.62, 0.28], [0.54, -0.33, 0.11]],
  "lumo_energy_ha": 0.03437,
  "relative_energy_kcal_mol": 57.2,
  "orbital_gap_ev": 10.133,
  "spin_multiplicity": 1
}

***

[6]
{
  "formula": "C6H10O",
  "method": "ωB97M-V with the def2-TZVPD basis set",
  "elements": ["C", "C", "C", "C", "C", "C", "O", "H", "H", "H", "H", "H", "H", "H", "H", "H", "H"],
  "xyz": [[1.7591, -0.6594, 0.0044], [0.5008, 0.1057, 0.4292], [0.2169, 1.3916, -0.3867], [-1.2764, 1.6183, -0.5642], [-1.8809, 0.3812, -0.0592], [-0.8398, -0.6933, 0.3504], [-0.8243, -1.7749, -0.5666], [1.6899, -1.0075, -1.0323], [2.6470, -0.0160, 0.0722], [1.9394, -1.5364, 0.6358], [0.6345, 0.3994, 1.4795], [0.6525, 1.3380, -1.4075], [0.6992, 2.2768, 0.0592], [-2.7816, -0.0163, -0.6336], [-2.8364, 0.4946, 0.5199], [-1.0698, -1.1550, 1.3126], [-0.6462, -1.4102, -1.4454]],
  "atomic_forces_ev_per_a": [[-0.07, 0.01, -0.03], [-0.28, 0.00, 0.06], [-0.28, -0.04, 0.02], [-0.07, -0.58, 0.24], [-0.67, -0.33, -0.26], [-0.24, 0.19, 0.24], [0.14, 0.09, -0.33], [-0.02, 0.04, 0.14], [-0.25, -0.07, 0.02], [-0.10, 0.13, -0.11], [-0.12, -0.02, -0.15], [-0.29, 0.05, 0.23], [-0.24, -0.12, -0.23], [1.42, -0.06, -1.28], [1.10, 0.89, 1.36], [0.03, 0.01, -0.07], [-0.08, -0.18, 0.14]],
  "lumo_energy_ha": 0.00911,
  "relative_energy_kcal_mol": 89.1,
  "orbital_gap_ev": 8.566,
  "spin_multiplicity": 1
}

***

[7]
{
  "formula": "C6H10O",
  "method": "ωB97M-V with the def2-TZVPD basis set",
  "elements": ["C", "C", "C", "C", "C", "C", "O", "H", "H", "H", "H", "H", "H", "H", "H", "H", "H"],
  "xyz": [[-2.2451, -0.1942, 0.3496], [-1.0411, 0.6966, 0.4438], [0.1677, 0.5119, -0.0896], [1.2560, 1.5460, 0.0478], [0.5858, -0.7274, -0.8378], [1.3418, -1.7038, 0.0469], [1.3350, -1.6810, 1.2528], [-3.1106, 0.3826, 0.0017], [-2.1058, -1.0324, -0.3393], [-2.5103, -0.6095, 1.3292], [-1.1918, 1.6101, 1.0209], [1.4229, 2.0548, -0.9115], [1.0011, 2.3052, 0.7928], [2.2081, 1.0875, 0.3412], [1.2312, -0.4810, -1.6934], [-0.2639, -1.2827, -1.2583], [1.9190, -2.4827, -0.4970]],
  "atomic_forces_ev_per_a": [[-0.01, -0.07, -0.04], [0.16, 0.02, -0.07], [-0.21, 0.08, 0.05], [0.05, 0.04, 0.04], [-0.05, 0.04, 0.03], [-0.01, 0.00, 0.31], [0.05, -0.01, -0.53], [0.11, -0.10, 0.06], [-0.01, 0.11, 0.12], [0.06, 0.07, -0.12], [0.03, -0.09, -0.12], [0.01, -0.10, 0.13], [0.01, -0.11, -0.12], [-0.14, 0.05, 0.00], [-0.07, -0.03, 0.14], [0.12, 0.06, 0.07], [-0.09, 0.04, 0.06]],
  "lumo_energy_ha": 0.03675,
  "relative_energy_kcal_mol": 9.5,
  "orbital_gap_ev": 10.058,
  "spin_multiplicity": 1
}

***

[8]
{
  "formula": "C6H10O",
  "method": "ωB97M-V with the def2-TZVPD basis set",
  "elements": ["C", "C", "C", "O", "C", "C", "C", "H", "H", "H", "H", "H", "H", "H", "H", "H", "H"],
  "xyz": [[2.2658, -0.1625, -0.1640], [1.1264, 0.7694, 0.2452], [-0.0549, -0.0029, 0.7980], [-1.1848, 0.8305, 1.1718], [-2.0576, -0.0057, 0.4183], [-1.7393, 0.0584, -1.0343], [-0.9366, -0.8405, -0.1237], [1.9405, -0.8628, -0.9417], [2.6272, -0.7539, 0.6855], [3.1183, 0.3975, -0.5610], [0.7993, 1.3665, -0.6133], [1.4700, 1.4806, 1.0070], [0.2553, -0.5909, 1.6733], [-3.0209, -0.2644, 0.8475], [-2.4238, -0.4739, -1.6894], [-1.3165, 0.9670, -1.4565], [-0.8684, -1.9124, -0.2627]],
  "atomic_forces_ev_per_a": [[0.05, -0.08, -0.02], [-0.02, 0.06, -0.02], [0.31, 0.00, -0.01], [0.00, 0.10, 0.03], [-0.36, -0.04, 0.04], [-0.01, 0.09, -0.16], [0.14, -0.25, -0.03], [0.02, 0.09, 0.10], [-0.07, 0.09, -0.09], [-0.15, -0.05, 0.06], [0.01, -0.08, 0.10], [-0.08, -0.11, -0.07], [-0.05, 0.06, -0.11], [0.17, 0.04, -0.08], [0.08, 0.06, 0.12], [-0.03, -0.11, 0.12], [-0.02, 0.15, 0.02]],
  "lumo_energy_ha": 0.04248,
  "relative_energy_kcal_mol": 38.4,
  "orbital_gap_ev": 10.420,
  "spin_multiplicity": 1
}

***

[9]
{
  "formula": "C6H10O",
  "method": "ωB97M-V with the def2-TZVPD basis set",
  "elements": ["C", "C", "C", "C", "C", "C", "O", "H", "H", "H", "H", "H", "H", "H", "H", "H", "H"],
  "xyz": [[-2.0714, 0.2111, -0.2832], [-1.4020, -0.9825, 0.3940], [0.1051, -0.9506, 0.4373], [0.9303, 0.0174, 0.0234], [2.4258, -0.0066, 0.2067], [0.5008, 1.2993, -0.6317], [0.8361, 2.3832, -0.2098], [-1.9462, 0.1701, -1.3707], [-3.1419, 0.2461, -0.0771], [-1.6609, 1.1556, 0.0884], [-1.7616, -1.0670, 1.4292], [-1.7228, -1.9140, -0.0941], [0.5603, -1.8169, 0.9248], [2.7260, 0.8705, 0.7890], [2.9304, 0.0698, -0.7650], [2.7718, -0.9137, 0.7078], [-0.0800, 1.2281, -1.5688]],
  "atomic_forces_ev_per_a": [[-0.11, 0.00, 0.00], [-0.01, 0.02, 0.01], [0.10, 0.16, -0.10], [-0.08, -0.11, 0.05], [0.11, -0.03, 0.04], [0.10, 0.28, 0.04], [-0.03, -0.35, -0.16], [-0.02, 0.08, 0.21], [0.01, -0.17, 0.00], [-0.15, -0.13, -0.06], [0.08, 0.02, -0.12], [0.08, 0.13, 0.08], [-0.04, 0.18, -0.11], [0.01, -0.15, -0.05], [-0.04, -0.04, 0.16], [-0.11, 0.09, -0.05], [0.10, 0.02, 0.06]],
  "lumo_energy_ha": 0.03401,
  "relative_energy_kcal_mol": 14.4,
  "orbital_gap_ev": 10.443,
  "spin_multiplicity": 1
}

***

[10]
{
  "formula": "C6H10O",
  "method": "ωB97M-V with the def2-TZVPD basis set",
  "elements": ["O", "C", "C", "C", "C", "C", "C", "H", "H", "H", "H", "H", "H", "H", "H", "H", "H"],
  "xyz": [[-1.8098, 0.0993, 0.7019], [-1.0490, -0.9976, 0.3274], [-0.7423, -0.6981, -1.0979], [0.0328, 1.0734, -0.8491], [1.0754, 1.0950, 0.2915], [1.1813, -0.1938, 1.0711], [0.2429, -1.1386, 1.1168], [-1.2137, 0.7861, -0.0228], [-1.5912, -1.9602, 0.2556], [-1.6451, -0.5628, -1.7053], [-0.0027, -1.3614, -1.5767], [-0.3238, 2.1243, -1.0320], [0.4560, 0.8055, -1.7931], [2.0596, 1.3530, -0.1260], [0.8597, 1.8943, 1.0228], [2.0843, -0.3049, 1.6684], [0.3857, -2.0133, 1.7473]],
  "atomic_forces_ev_per_a": [[0.89, 1.68, -1.02], [0.32, -0.56, -0.49], [0.80, 1.75, -0.17], [0.58, -1.21, -0.91], [-0.03, -0.26, -0.15], [-0.09, -0.15, 0.08], [0.12, 0.11, 0.05], [-2.50, -1.36, 2.56], [-0.24, 0.38, 0.67], [0.32, 0.07, 0.16], [-0.05, 0.70, 0.06], [-0.76, -1.31, 0.19], [1.08, 0.43, -0.64], [-0.16, -0.11, 0.09], [-0.15, -0.22, -0.34], [-0.12, -0.03, -0.04], [-0.02, 0.11, -0.10]],
  "lumo_energy_ha": 0.03581,
  "relative_energy_kcal_mol": 78.3,
  "orbital_gap_ev": 10.201,
  "spin_multiplicity": 1
}

***

[11]
{
  "formula": "C6H10O",
  "method": "ωB97M-V with the def2-TZVPD basis set",
  "elements": ["C", "C", "C", "C", "O", "C", "C", "H", "H", "H", "H", "H", "H", "H", "H", "H", "H"],
  "xyz": [[0.0988, -0.4581, -1.8816], [-0.5140, -0.6283, -0.5030], [0.2549, -1.1767, 0.7409], [-0.3166, 0.0233, 1.5826], [0.6192, 1.0499, 1.9061], [0.5888, 1.4676, 0.5293], [-0.7236, 0.6795, 0.2628], [-0.6116, 0.1148, -2.4900], [0.3180, -1.3911, -2.4090], [1.0215, 0.1294, -1.8270], [-1.4689, -1.1611, -0.5857], [-0.0360, -2.1702, 1.0884], [1.3467, -1.1678, 0.6293], [-1.0010, -0.1991, 2.4065], [1.4763, 1.0679, 0.0215], [0.5829, 2.5508, 0.3980], [-1.6356, 1.2693, 0.1308]],
  "atomic_forces_ev_per_a": [[0.06, -0.01, -0.05], [-0.08, 0.04, -0.11], [0.01, -0.10, 0.10], [-0.13, -0.35, 0.18], [0.20, -0.05, 0.17], [0.13, 0.25, -0.30], [-0.05, 0.16, -0.06], [0.14, -0.11, -0.04], [-0.05, 0.03, 0.17], [-0.07, -0.15, -0.05], [0.09, 0.11, 0.01], [-0.03, 0.09, -0.10], [-0.23, 0.16, 0.16], [0.17, -0.09, -0.14], [-0.25, 0.09, -0.15], [-0.13, -0.02, 0.20], [0.22, -0.05, 0.02]],
  "lumo_energy_ha": 0.04030,
  "relative_energy_kcal_mol": 38.1,
  "orbital_gap_ev": 10.511,
  "spin_multiplicity": 1
}

***

[12]
{
  "formula": "C6H10O",
  "method": "ωB97M-V with the def2-TZVPD basis set",
  "elements": ["O", "C", "C", "C", "C", "C", "C", "H", "H", "H", "H", "H", "H", "H", "H", "H", "H"],
  "xyz": [[-1.3481, 0.5721, 1.2195], [-1.5037, -0.1225, 0.1047], [-0.6778, -1.3998, 0.0177], [0.7777, -1.0588, 0.3955], [1.2781, 0.2571, -0.2254], [0.3621, 1.1520, -0.9907], [0.7286, 1.5916, 0.2520], [-2.5339, -0.1460, -0.2691], [-1.0813, -2.1663, 0.6926], [-0.7271, -1.7998, -1.0038], [1.4349, -1.8748, 0.0737], [0.8597, -0.9975, 1.4865], [2.3095, 0.2129, -0.5834], [0.2904, 1.5368, -2.0027], [-0.9458, 0.5365, -0.7950], [1.1755, 2.5177, 0.5937], [-0.3987, 1.1887, 1.0342]],
  "atomic_forces_ev_per_a": [[0.05, 0.06, 0.01], [0.00, -0.17, -0.05], [-0.02, 0.01, -0.01], [0.02, 0.00, 0.02], [0.07, -0.19, -0.01], [0.06, 0.07, 0.16], [0.10, 0.14, -0.17], [0.14, 0.00, -0.02], [0.08, 0.15, -0.11], [0.00, 0.09, 0.13], [-0.10, 0.13, 0.04], [0.00, 0.01, -0.17], [-0.17, 0.02, 0.05], [-0.02, -0.10, 0.20], [-0.03, 0.01, -0.02], [-0.07, -0.16, -0.10], [-0.11, -0.08, 0.04]],
  "lumo_energy_ha": 0.02623,
  "relative_energy_kcal_mol": 88.7,
  "orbital_gap_ev": 9.615,
  "spin_multiplicity": 1
}

***

[13]
{
  "formula": "C6H10O",
  "method": "ωB97M-V with the def2-TZVPD basis set",
  "elements": ["C", "C", "C", "C", "C", "C", "O", "H", "H", "H", "H", "H", "H", "H", "H", "H", "H"],
  "xyz": [[-1.6640, 1.2460, 0.1078], [-0.7245, 0.6823, -0.9557], [0.1359, -0.4690, -0.4806], [1.1705, -1.0269, -1.4262], [0.0858, -0.8820, 0.7657], [0.4301, -0.8939, 2.0260], [1.4134, -0.0333, 2.4643], [-2.2430, 2.0843, -0.2935], [-1.1047, 1.6021, 0.9806], [-2.3625, 0.4790, 0.4603], [-0.0350, 1.4703, -1.2969], [-1.2905, 0.3760, -1.8454], [1.7968, -1.7620, -0.9132], [0.7318, -1.4929, -2.3138], [1.8150, -0.2060, -1.7691], [0.0321, -1.5090, 2.8255], [1.8127, 0.3348, 1.6642]],
  "atomic_forces_ev_per_a": [[-0.02, 0.00, 0.00], [-0.02, 0.00, -0.06], [0.04, 0.02, 0.19], [0.03, -0.05, -0.08], [0.17, 0.20, 0.04], [-0.22, -0.19, -0.17], [0.22, 0.05, 0.23], [0.08, -0.13, 0.05], [-0.08, -0.06, -0.17], [0.11, 0.13, -0.08], [-0.13, -0.13, -0.01], [0.07, 0.01, 0.09], [-0.13, 0.08, -0.14], [-0.01, 0.06, 0.06], [-0.12, -0.13, -0.02], [0.02, 0.04, -0.19], [-0.02, 0.09, 0.25]],
  "lumo_energy_ha": 0.03093,
  "relative_energy_kcal_mol": 35.0,
  "orbital_gap_ev": 9.496,
  "spin_multiplicity": 1
}